The following is a quantum chemistry calculation of 2 unconnected molecules or ions with the total composition CH3BrO3P, from OMol25.

Geometry (Å):
C: -0.1239 -0.2164 -0.0311
O: 0.8675 -2.7695 -0.5562
O: 1.7339 -1.0376 -2.2202
O: -1.3980 -1.2952 -2.4115
P: 0.7816 -1.3892 -1.1459
Br: -0.9907 -2.7629 -3.3051
H: -0.6243 -1.0651 0.4685
H: 0.7640 -0.0378 0.5919
H: -0.7228 0.6282 -0.3307

Calculated values
lowest unoccupied orbital energy = 3.84 eV
charge = -1
calculated total energy = -86560.282 eV
HOMO level = -3.850 eV
orbital gap = 0.2826 hartree



The following is a quantum chemistry calculation of 2 unconnected molecules or ions with the total composition CH3BrOS, from OMol25.

Geometry (Å):
C: 0.2292 -0.1314 -0.6449
O: 1.3425 -0.1917 1.6040
S: 0.0580 -0.6075 1.0787
Br: -1.4615 0.9476 1.6343
H: 0.5414 0.8904 -0.7990
H: -1.4553 -0.0381 -1.6352
H: 0.7457 -0.8692 -1.2379

Calculated values
lowest unoccupied orbital energy (spin up / spin down) = -0.96 / -0.97 eV
charge = 0
calculated total energy = -84006.718 eV
HOMO level (spin up / spin down) = -10.126 / -10.127 eV
orbital gap (spin up / spin down) = 0.3367 / 0.3366 hartree



The following is a quantum chemistry calculation of 2 unconnected molecules or ions with the total composition CH3Cl2FN2OS2, from OMol25.

Geometry (Å):
C: -2.0691 -0.2484 -1.2504
N: -1.8356 0.7269 -0.5225
N: 1.6640 -0.8461 1.4473
O: 1.4495 0.4955 -0.6745
F: 1.1716 -2.0837 1.0083
S: 1.4917 1.9050 1.8486
S: 0.7361 0.5016 0.7961
Cl: -1.6070 -1.8085 -0.7666
Cl: -2.8559 -0.2190 -2.8102
H: 2.3636 0.8091 -0.6925
H: -2.1193 1.6444 -0.8459
H: 1.6104 -0.8768 2.4623

Calculated values
lowest unoccupied orbital energy = 0.53 eV
charge = 0
calculated total energy = -55542.782 eV
HOMO level = -9.168 eV
orbital gap = 0.3564 hartree



The following is a quantum chemistry calculation of a gas-phase ion, CH3Cl2N4 (charge +1), from OMol25.

Geometry (Å):
H: -0.3539 -1.3524 2.1439
N: -0.4090 -0.8217 1.1909
C: 0.6578 -0.4080 0.7955
N: 0.7528 0.4720 -0.2978
N: -0.4364 0.7047 -0.9553
Cl: -0.3915 2.4583 -1.4449
N: -1.4416 -0.0023 -1.1577
Cl: -1.3459 -1.7009 -1.0884
H: 1.5508 -0.5245 1.2280
H: 1.4169 1.1747 -0.4143

Calculated values
lowest unoccupied orbital energy = -6.60 eV
charge = +1
calculated total energy = -32077.669 eV
HOMO level = -15.282 eV
orbital gap = 0.3190 hartree



The following is a quantum chemistry calculation of a molecular structure, CH3Cl2NO2S, from OMol25.

Geometry (Å):
C: -1.7014 -0.3675 0.4780
N: 0.8482 -0.2004 -0.6784
O: -0.6284 -2.1874 -0.9408
O: -1.1695 -0.2071 -2.3100
S: -0.6854 -0.7723 -1.0969
Cl: -2.9353 -1.6658 0.2508
Cl: -2.3859 1.2449 0.5349
H: -0.9732 -0.6668 1.1733
H: 1.3120 -0.6928 0.0697
H: 1.0404 0.7833 -0.7079

Calculated values
lowest unoccupied orbital energy = 0.23 eV
charge = 0
calculated total energy = -42549.490 eV
HOMO level = -10.723 eV
orbital gap = 0.4025 hartree



The following is a quantum chemistry calculation of 2 unconnected molecules or ions with the total composition CH3ClF2Si, from OMol25.

Geometry (Å):
C: 1.4952 -1.4158 1.2239
F: 2.0301 -0.3348 1.8603
F: 2.3687 -1.6731 0.2437
Si: -1.3936 0.7224 -0.6445
Cl: 0.4294 -0.0198 -0.4555
H: -1.7415 0.2072 0.6397
H: -2.0536 0.4571 -1.8980
H: -1.1348 2.0567 -0.9695

Calculated values
lowest unoccupied orbital energy = 0.26 eV
charge = 0
calculated total energy = -26917.844 eV
HOMO level = -10.496 eV
orbital gap = 0.3951 hartree



The following is a quantum chemistry calculation of CH3ClN2 in the gas phase, from OMol25.

Geometry (Å):
H: -2.0282 0.4817 1.4004
N: -1.0929 0.7123 0.9818
N: -0.7069 -0.2382 0.3212
C: 0.6740 -0.0968 -0.4416
Cl: 0.6815 -1.3900 -1.5498
H: 0.9491 0.9176 -1.0250
H: 1.5234 -0.3866 0.3130

Calculated values
lowest unoccupied orbital energy = 0.69 eV
charge = 0
calculated total energy = -16586.024 eV
HOMO level = -9.422 eV
orbital gap = 0.3717 hartree



The following is a quantum chemistry calculation of 2 unconnected molecules or ions with the total composition CH3ClN2O, from OMol25.

Geometry (Å):
C: 0.3946 1.0943 -0.6479
N: -0.5746 0.2987 -0.4093
N: 0.3727 -1.4737 0.6745
O: 1.5375 0.9991 -0.2900
Cl: -0.7601 -2.7051 0.8020
H: 0.1467 2.1483 -0.9567
H: -1.6270 0.4641 -0.6546
H: 0.5101 -0.8257 1.4820

Calculated values
lowest unoccupied orbital energy (spin up / spin down) = -2.56 / -2.56 eV
charge = 0
calculated total energy = -18630.170 eV
HOMO level (spin up / spin down) = -9.360 / -9.360 eV
orbital gap (spin up / spin down) = 0.2499 / 0.2499 hartree



The following is a quantum chemistry calculation of CH3ClN2O2 in the gas phase, from OMol25.

Geometry (Å):
C: 0.0803 -0.0719 -0.1423
N: 0.1398 -1.3595 -0.8148
N: 0.3633 -2.4157 -0.2220
O: 0.4111 -3.5142 -0.6693
O: 0.6265 -2.3463 1.2555
Cl: 1.0876 -3.6971 2.3529
H: -0.7037 -0.1361 0.4924
H: 0.9818 0.0254 0.3308
H: -0.1861 0.6009 -0.8424

Calculated values
⟨S²⟩ = 2.02
lowest unoccupied orbital energy (spin up / spin down) = 0.94 / -3.79 eV
charge = 0
spin multiplicity = 3
calculated total energy = -20674.238 eV
HOMO level (spin up / spin down) = -8.781 / -10.422 eV
orbital gap (spin up / spin down) = 0.3571 / 0.2439 hartree



The following is a quantum chemistry calculation of 2 unconnected molecules or ions with the total composition CH3ClN2S, from OMol25.

Geometry (Å):
C: -1.3743 -0.3386 -0.1548
N: -0.5094 -1.1223 0.2210
N: 1.6284 0.7324 -0.1541
S: 0.9307 2.1161 0.4674
Cl: -3.0818 -0.4401 -0.0382
H: -0.7708 -1.8847 0.8630
H: 1.0375 0.0153 -0.2480
H: 2.1398 0.9219 -0.9562

Calculated values
lowest unoccupied orbital energy (spin up / spin down) = -1.46 / -0.80 eV
charge = 0
calculated total energy = -27419.832 eV
HOMO level (spin up / spin down) = -8.549 / -8.584 eV
orbital gap (spin up / spin down) = 0.2603 / 0.2860 hartree



The following is a quantum chemistry calculation of 2 unconnected molecules or ions with the total composition CH3ClN3S, from OMol25.

Geometry (Å):
C: -2.0233 -0.2229 -0.5424
N: 1.6233 -0.0172 0.5433
N: -0.8627 -0.0816 -0.5582
N: 2.2630 0.6022 -0.2647
S: -3.6342 -0.4914 -0.4286
Cl: 3.8911 0.4245 -0.4302
H: 0.5912 -0.0467 0.1750
H: 2.1773 -0.6458 1.1874
H: -4.0256 0.4789 0.3183

Calculated values
lowest unoccupied orbital energy = -5.95 eV
charge = +1
calculated total energy = -28902.981 eV
HOMO level = -14.280 eV
orbital gap = 0.3060 hartree



The following is a quantum chemistry calculation of 2 unconnected molecules or ions with the total composition CH3ClO2S, from OMol25.

Geometry (Å):
O: -0.6156 -0.7265 2.6691
C: -1.3305 0.0218 2.0529
O: -1.0233 0.4536 0.8490
H: -2.0841 0.7640 2.3827
H: -0.3171 -0.0798 0.5006
S: 0.4228 0.2193 -1.9026
Cl: -1.4219 -0.5093 -2.1386
H: 0.7955 0.2491 -3.3407

Calculated values
lowest unoccupied orbital energy = -0.16 eV
charge = 0
calculated total energy = -28537.418 eV
HOMO level = -9.726 eV
orbital gap = 0.3515 hartree



The following is a quantum chemistry calculation of CH3ClO3S in the gas phase, from OMol25.

Geometry (Å):
C: 0.1104 -1.2321 0.3142
O: 0.3906 0.0738 0.8389
S: -0.2041 1.2455 -0.0866
O: -1.4102 0.8275 -0.6903
O: -0.1090 2.4806 0.6454
Cl: 1.2333 1.4287 -1.6235
H: -0.5793 -1.6196 1.0494
H: 1.0086 -1.9372 0.2427
H: -0.4403 -1.2671 -0.6902

Calculated values
lowest unoccupied orbital energy = -0.25 eV
charge = 0
calculated total energy = -30584.602 eV
HOMO level = -11.780 eV
orbital gap = 0.4238 hartree



The following is a quantum chemistry calculation of 2 unconnected molecules or ions with the total composition CH3F2OPS, from OMol25.

Geometry (Å):
C: 2.0215 0.4939 -0.0852
O: 1.5745 -0.3708 0.6604
F: -2.9343 0.8369 0.3700
F: -0.8620 0.9304 -0.8482
P: -1.4515 0.2076 0.5010
S: -1.9127 -1.7145 -0.2092
H: 2.9223 1.0851 0.2243
H: -0.7637 -2.0580 0.3263
H: 1.4059 0.5893 -0.9395

Calculated values
⟨S²⟩ = 2.01
lowest unoccupied orbital energy (spin up / spin down) = 0.72 / -2.55 eV
charge = 0
spin multiplicity = 3
calculated total energy = -28689.812 eV
HOMO level (spin up / spin down) = -7.049 / -10.160 eV
orbital gap (spin up / spin down) = 0.2855 / 0.2796 hartree



The following is a quantum chemistry calculation of CH3F2P in the gas phase, from OMol25.

Geometry (Å):
F: 1.3387 -1.2175 0.4349
C: 0.4861 -0.3084 -0.1509
F: 1.5348 0.8294 -0.5330
P: -0.7605 0.5803 0.9341
H: 0.1546 -0.5889 -1.1206
H: -0.9825 1.1022 -0.2518
H: -1.7713 -0.3970 0.6873

Calculated values
lowest unoccupied orbital energy = 0.82 eV
charge = 0
calculated total energy = -15807.668 eV
HOMO level = -11.068 eV
orbital gap = 0.4370 hartree



The following is a quantum chemistry calculation of a molecular structure, CH3FIP, from OMol25.

Geometry (Å):
C: -0.1993 0.1329 0.7710
F: -0.5125 1.0866 -1.5677
P: -1.2935 -0.0463 -0.6404
I: -0.4043 -1.9059 1.6459
H: 0.8683 0.4556 0.6836
H: -0.7528 0.7470 1.4118
H: -0.6031 -1.0579 -1.5236

Calculated values
lowest unoccupied orbital energy = -0.21 eV
charge = 0
calculated total energy = -21192.355 eV
HOMO level = -9.756 eV
orbital gap = 0.3509 hartree



The following is a quantum chemistry calculation of CH3FN2 in the gas phase, from OMol25.

Geometry (Å):
C: 0.2885 -0.4041 0.0799
N: -1.0477 -0.0294 -0.0506
N: -2.2924 -0.6855 -0.0679
F: -3.2726 0.2923 0.0549
H: 0.5476 -1.4661 0.3910
H: 0.9286 0.3250 -0.3720
H: -1.2362 1.0038 -0.2522

Calculated values
lowest unoccupied orbital energy (spin up / spin down) = 0.45 / 0.42 eV
charge = 0
calculated total energy = -6778.415 eV
HOMO level (spin up / spin down) = -8.127 / -8.607 eV
orbital gap (spin up / spin down) = 0.3151 / 0.3317 hartree



Energy above the lowest of the compared OMol25 structures with the same formula, charge and spin
In order: 49.90; 77.26; 26.50; 65.15; 17.08; 37.33; 67.49; 106.51; 80.34; 76.58; 0.00; 29.07; 1.21; 6.45; 14.95; 6.31; 103.26
Unit: kcal per mole
Largest force on an atom
In order: 3.2; 4.2; 1.4; 5.1; 3.8; 2.3; 3.0; 5.1; 3.6; 4.6; 3.6; 3.0; 2.5; 5.0; 4.8; 3.2; 3.8
Unit: eV Å⁻¹